P) # C4H12N2O2

A cluster of 2 separate species, C4H12N2O2 in total (ωB97M-V/def2-TZVPD, OMol25).

Geometry as ORCA input:
```
! RIJCOSX wB97M-V def2-TZVPD def2/J DEFGRID3
* xyz 0 1
C 0.596 -0.142 1.454
C 0.479 1.000 0.418
C 1.921 1.307 -0.117
O 2.364 0.785 -1.104
N -0.277 0.627 -0.766
C -1.692 0.838 -0.916
N -2.456 -0.167 -0.160
H 0.697 -1.114 0.976
H 1.403 0.111 2.139
H -0.369 0.120 1.943
H 0.006 1.883 0.878
H 2.579 1.922 0.506
H 0.005 -0.288 -1.090
H -2.011 0.710 -1.963
H -1.975 1.826 -0.571
H -3.398 -0.291 -0.502
H -1.986 -1.059 -0.094
O 1.257 -2.668 -0.639
H 1.083 -3.465 -0.125
H 1.775 -1.935 -0.264
*
```

Values from the calculation:
Molar mass: 120.2 g mol⁻¹
SMILES string: C[C@@H](C=O)NCN.O
Orbital gap: 0.3441 Eh


Q) # C4H12N2O2

A cluster of 2 separate species, C4H12N2O2 in total (ωB97M-V/def2-TZVPD, OMol25).

Geometry as ORCA input:
```
! RIJCOSX wB97M-V def2-TZVPD def2/J DEFGRID3
* xyz 0 1
C 1.007 2.497 -0.912
C 2.277 1.710 -1.048
O 3.302 1.942 -0.469
O 2.135 0.674 -1.899
H 0.486 2.590 -1.856
H 1.256 3.471 -0.519
H 0.355 2.000 -0.188
H 2.990 0.224 -1.966
C 0.266 -1.615 0.637
N -0.878 -1.013 -0.044
C -1.954 -0.624 0.875
N -2.814 -1.723 1.278
H 0.999 -1.928 -0.101
H 0.764 -0.923 1.332
H -0.038 -2.488 1.210
H -0.559 -0.188 -0.540
H -2.571 0.113 0.350
H -1.551 -0.137 1.768
H -3.220 -2.108 0.430
H -2.252 -2.474 1.663
*
```

Values from the calculation:
Molar mass: 120.2 g mol⁻¹
SMILES string: CC(=O)O.CNCN
Orbital gap: 0.3588 Eh


Which structure loses on stability? P) does.


P) # C4H12N2O2

A cluster of 2 separate species, C4H12N2O2 in total (ωB97M-V/def2-TZVPD, OMol25).

Geometry as ORCA input:
```
! RIJCOSX wB97M-V def2-TZVPD def2/J DEFGRID3
* xyz 0 1
C -1.318 -0.551 -2.091
C -0.719 -1.348 -0.964
N 0.424 -0.598 -0.389
C 0.400 0.023 0.857
O 1.520 0.383 1.353
C -0.781 0.323 1.799
N -0.368 1.470 2.602
H -2.348 -0.762 -2.106
H -1.350 0.332 -1.641
H -0.881 -0.607 -3.198
H -0.294 -2.359 -1.176
H -1.486 -1.309 -0.240
H 1.422 -0.970 -0.581
H -1.738 0.401 1.543
H -0.751 -0.526 2.615
H 0.608 1.976 2.413
H -0.097 1.048 3.511
O 2.862 0.947 -1.677
H 1.973 0.916 -1.891
H 2.922 1.211 -0.738
*
```

Values from the calculation:
Molar mass: 120.2 g mol⁻¹
SMILES string: CCNC(=O)CN.O
Orbital gap: 0.3668 Eh


Q) # C4H12N2O2

A cluster of 2 separate species, C4H12N2O2 in total (ωB97M-V/def2-TZVPD, OMol25).

Geometry as ORCA input:
```
! RIJCOSX wB97M-V def2-TZVPD def2/J DEFGRID3
* xyz 0 1
N 1.528 -0.553 -1.969
C 0.566 0.506 -2.025
C -0.759 0.059 -1.294
N -0.826 1.054 -0.142
C -1.879 0.900 0.795
C -1.643 -0.427 1.481
O -0.472 -0.763 1.613
H 2.464 -0.346 -2.346
H 1.674 -0.953 -1.097
H 0.552 0.758 -3.080
H 0.856 1.441 -1.533
H -0.612 -0.894 -0.866
H -1.629 0.142 -1.914
H 0.045 1.270 0.334
H -1.811 1.666 1.486
H -2.767 0.862 0.076
H -2.363 -1.180 1.859
O 2.492 -0.574 1.429
H 3.080 -1.228 1.727
H 1.717 -0.582 2.050
*
```

Values from the calculation:
Molar mass: 120.2 g mol⁻¹
SMILES string: NCCNCC=O.O
Orbital gap: 0.3413 Eh


Which structure loses on stability? P) does.


P) # C4H8O2

A cluster of 2 separate species, C4H8O2 in total (ωB97M-V/def2-TZVPD, OMol25).

Geometry as ORCA input:
```
! RIJCOSX wB97M-V def2-TZVPD def2/J DEFGRID3
* xyz 0 1
C -1.633 -0.551 1.333
C -0.818 0.027 0.196
O -0.432 -0.802 -0.708
C -0.517 1.370 0.160
C 1.422 0.346 -1.272
O 1.338 -0.212 -2.438
H -1.143 -1.433 1.758
H -1.812 0.186 2.119
H -2.599 -0.878 0.931
H -0.377 1.841 -0.811
H -0.783 2.037 0.976
H 1.590 -0.227 -0.373
H 1.728 1.385 -1.326
H 0.901 -1.077 -2.298
*
```

Values from the calculation:
Molar mass: 88.1 g mol⁻¹
Orbital gap (alpha / beta): 0.2543 / 0.2542 Eh


Q) # C4H8O2

A structure of composition C4H8O2 (ωB97M-V/def2-TZVPD, OMol25).

Geometry as ORCA input:
```
! RIJCOSX wB97M-V def2-TZVPD def2/J DEFGRID3
* xyz 0 1
O -2.036 0.498 -0.478
C -1.474 -0.686 0.032
C -0.059 -0.436 0.520
C 0.877 -0.210 -0.648
C 1.468 0.888 0.240
O 0.249 0.886 1.033
H -1.542 1.221 -0.059
H -2.137 -1.172 0.757
H -1.325 -1.401 -0.793
H 0.282 -1.197 1.235
H 1.396 -1.091 -1.021
H 0.303 0.257 -1.454
H 1.670 1.863 -0.214
H 2.328 0.580 0.850
*
```

Values from the calculation:
Molar mass: 88.1 g mol⁻¹
Orbital gap: 0.4100 Eh


Which structure loses on stability? P) does.